No. 1
The following is a DFT calculation (ωB97M-V/def2-TZVPD) of the molecule C2H4N2O2.

XYZ file:
```
10
Properties=species:S:1:pos:R:3:forces:R:3
H 1.576658 -1.903640 0.356706 0.3 0.3 0.0
N 0.637580 -1.572741 0.538656 -0.3 -0.9 0.6
C 0.390966 -0.372208 0.363266 0.3 3.5 -3.3
N 1.097137 0.686835 -0.341607 1.1 -1.3 0.5
C -0.962569 0.285643 0.229155 -1.9 -1.8 2.7
O -1.396371 1.086351 1.024054 0.3 0.3 -0.8
O -1.708720 -0.299878 -0.721062 0.4 0.0 -0.2
H 1.007475 1.668542 -0.101688 -0.3 -0.5 0.3
H 1.986896 0.461253 -0.758216 0.2 0.0 0.2
H -2.629052 -0.040157 -0.589264 -0.1 0.3 0.0
```
Positions in Å, forces in eV/Å.

Output
HOMO-LUMO gap (eV): 10.909
Relative energy (zero: lowest compared OMol25 entry of this formula, charge and spin) (kcal/mol): 43.0

***

No. 2
The following is a DFT calculation (ωB97M-V/def2-TZVPD) of a structure of composition C36H49N7SbSi3Ti.

XYZ file:
```
97
Properties=species:S:1:pos:R:3:forces:R:3
Ti 0.109893 -0.553260 0.530253 -0.3 -0.3 -0.7
N -0.959822 -4.601676 1.890484 0.0 0.1 0.0
C -0.468340 -3.580633 1.209251 0.0 -0.2 0.1
N -0.367546 -2.358804 1.679943 0.0 -0.1 -0.3
C -0.815036 -2.099780 2.990412 0.1 0.2 -0.5
N -0.702642 -0.904915 3.437761 -0.2 -0.2 0.3
N -0.326688 -0.002131 2.476350 0.4 0.3 0.0
C 0.685795 0.766020 2.700207 0.1 0.1 0.1
C 1.710443 0.490733 3.727625 0.1 0.0 0.1
C 2.163171 1.452239 4.615323 -0.1 0.0 -0.1
C 3.144658 1.086284 5.525563 0.0 -0.1 0.0
C 3.643696 -0.203692 5.481339 0.0 0.0 0.0
C 3.144440 -1.085453 4.526628 0.0 0.0 0.0
N 2.190128 -0.759308 3.664042 0.0 0.1 0.0
C -1.408275 -3.177318 3.760559 0.1 0.0 0.1
C -1.932997 -2.979467 5.039800 0.0 -0.1 0.0
C -2.505556 -4.035749 5.717024 0.0 0.0 -0.1
C -2.562466 -5.301743 5.126874 0.0 0.1 0.0
C -2.050505 -5.513356 3.862230 0.0 0.0 0.0
C -1.476049 -4.444806 3.187402 0.0 0.0 0.0
H -1.005884 -5.512949 1.457873 0.0 0.0 0.0
H -0.133423 -3.784488 0.198144 0.0 0.0 0.0
H 0.795366 1.608455 2.019215 0.1 0.0 0.1
H 1.746982 2.450316 4.606358 0.0 0.0 0.0
H 3.515170 1.798882 6.248817 0.0 0.0 0.0
H 4.413625 -0.528429 6.166407 0.0 0.0 0.0
H 3.532065 -2.094681 4.457372 0.0 0.0 0.0
H -1.881677 -1.994175 5.480719 0.0 0.0 0.0
H -2.912890 -3.884721 6.706295 0.0 0.0 0.0
H -3.013825 -6.125919 5.660961 0.0 0.0 0.0
H -2.097846 -6.492323 3.402447 0.0 0.0 0.0
C -1.055908 2.742955 0.533945 0.0 0.0 -0.1
Sb -1.115673 1.726370 -1.387179 -0.1 0.2 0.0
C -1.509465 -0.310502 -0.588662 0.0 0.0 0.2
C -1.402470 -1.375268 -1.640494 0.0 0.0 -0.1
C -0.219885 -2.069010 -1.911138 0.1 0.0 0.1
C -0.219478 -3.133898 -2.803011 0.0 0.0 0.0
C -1.395922 -3.457324 -3.450992 0.0 0.0 0.0
C -2.521583 -2.690589 -3.163150 0.0 -0.1 -0.1
N -2.531784 -1.702934 -2.280862 -0.1 0.1 0.1
Si -3.319548 -0.313124 0.109803 -0.1 0.0 0.1
C -3.759160 -2.111693 0.450267 0.0 0.0 -0.1
C -4.514174 0.545623 -1.040271 0.1 0.0 0.0
C -3.474818 0.587910 1.748801 0.0 0.0 -0.1
C 0.983745 1.896663 -2.134737 0.0 0.0 0.0
C 2.039666 0.975353 -1.641205 0.0 0.0 0.0
C 3.336216 1.011892 -2.193332 -0.1 0.0 0.0
C 4.334380 0.177736 -1.754511 0.0 -0.1 0.1
C 4.071008 -0.741801 -0.736255 0.0 0.0 0.0
C 2.807545 -0.729473 -0.215651 0.0 0.1 0.0
N 1.823632 0.102564 -0.635321 -0.2 -0.1 0.5
Si 0.686739 1.768057 -4.062698 0.0 0.0 0.0
C -0.348418 3.220080 -4.622089 0.0 0.0 0.1
C 2.250089 1.692981 -5.086712 0.0 0.0 0.1
C -0.249316 0.199118 -4.469044 0.0 0.1 0.0
Si 1.571624 3.706885 -1.698905 0.0 0.0 0.0
C 2.771056 4.431642 -2.939108 -0.1 -0.1 0.0
C 2.499700 3.611493 -0.067581 -0.1 0.0 0.0
C 0.112907 4.885909 -1.588797 0.0 -0.1 0.0
H -1.362997 2.083400 1.339718 0.1 0.0 0.0
H -1.795474 3.539081 0.454983 0.0 0.0 0.0
H -0.094285 3.203644 0.741744 0.0 -0.1 0.0
H 0.736148 -1.764262 -1.492060 0.0 0.0 0.0
H 0.696660 -3.671625 -3.011794 0.0 0.0 0.0
H -1.446274 -4.261025 -4.170645 0.0 0.0 0.0
H -3.463671 -2.886907 -3.661746 0.0 0.0 0.0
H -4.521034 -2.453298 -0.248811 0.0 0.0 0.0
H -4.155455 -2.223283 1.460992 0.0 0.0 0.0
H -2.903621 -2.780277 0.338416 0.0 0.0 0.0
H -4.413015 0.207551 -2.068899 0.0 0.0 0.0
H -4.377353 1.629039 -1.012005 0.0 0.0 0.0
H -5.534702 0.342477 -0.710063 0.0 0.0 0.0
H -2.863850 0.192584 2.559697 0.0 0.0 0.0
H -4.519391 0.457791 2.043485 -0.1 0.0 0.0
H -3.309832 1.662464 1.676818 -0.1 0.0 0.0
H 3.539699 1.715753 -2.981158 0.0 0.0 0.0
H 5.318533 0.232082 -2.200125 0.0 0.0 0.0
H 4.820697 -1.426222 -0.369922 0.0 0.0 0.0
H 2.521302 -1.421937 0.577874 0.2 0.0 0.2
H 0.115504 4.190565 -4.455817 0.0 0.1 0.0
H -1.340718 3.231008 -4.169171 0.0 0.0 0.0
H -0.488681 3.109292 -5.699444 0.0 0.0 0.0
H 2.923996 2.538075 -4.953826 0.0 0.0 0.0
H 1.937017 1.697718 -6.132743 0.0 0.0 0.0
H 2.808857 0.770121 -4.928494 0.0 0.0 0.0
H -1.230097 0.125128 -3.996330 0.0 0.0 0.0
H 0.324070 -0.696841 -4.231513 0.0 0.0 0.0
H -0.416772 0.199217 -5.548498 0.0 0.0 0.0
H 3.706723 3.883306 -3.034681 0.0 0.0 0.0
H 3.028467 5.428196 -2.572940 0.0 0.0 0.0
H 2.340478 4.557641 -3.931385 0.0 0.0 0.0
H 3.488939 3.173529 -0.204173 0.1 0.0 0.0
H 1.987905 3.027493 0.699029 0.0 0.0 0.0
H 2.645035 4.618902 0.326417 0.0 0.0 0.0
H -0.764179 4.576215 -2.158703 0.0 0.0 0.0
H 0.429241 5.845786 -1.999691 0.0 0.0 0.0
H -0.192540 5.066852 -0.559329 0.0 0.0 0.0
```
Positions in Å, forces in eV/Å.

Output
HOMO-LUMO gap (alpha / beta) (eV): 7.108 / 7.007
Multiplicity: 2
Total charge: +2

***

No. 3
The following is a DFT calculation (ωB97M-V/def2-TZVPD) of a cluster of 2 separate species, C6H12FO7P in total.

XYZ file:
```
27
Properties=species:S:1:pos:R:3:forces:R:3
O -0.253754 2.603074 -2.119887 -0.6 -3.7 -1.1
C -0.275729 1.465022 -2.618777 1.3 5.5 1.8
O 0.652616 1.074939 -3.476385 -0.1 -0.4 0.1
C 0.174823 -0.194232 -4.052241 3.9 3.3 -1.0
C -0.750498 -0.627524 -3.072289 -2.7 -1.9 0.3
F -0.147752 -1.588965 -2.279210 -0.7 0.7 0.3
O -1.186832 0.518698 -2.384332 0.0 -1.2 0.2
H -0.205380 0.218609 -4.986645 -0.1 -1.4 -0.4
H 1.105318 -0.759708 -4.002136 -0.5 -0.6 -1.1
H -1.591452 -1.049331 -3.622710 -0.4 -0.5 0.9
C -1.518653 1.716208 1.784539 1.1 0.9 0.3
O -0.959591 0.411985 1.912321 1.4 -1.6 0.2
P 0.533355 0.150592 2.510674 1.3 1.3 1.4
O 1.265600 1.361960 2.957643 -1.2 -0.9 -0.4
O 1.379680 -0.637211 1.397087 -1.7 -1.6 3.0
C 1.891855 -0.138965 0.248925 -0.5 1.3 -2.8
O 0.437777 -0.936218 3.751792 -1.0 -0.3 -2.9
C -0.265375 -2.180058 3.336365 0.0 0.0 0.9
H -0.691462 2.423060 1.849473 -0.1 0.2 0.4
H -2.204167 1.867615 2.618353 -0.2 0.1 -0.4
H -1.916548 1.900959 0.786715 -0.4 -0.6 0.2
H 2.915212 0.228061 0.327230 0.0 -0.3 0.1
H 1.257967 0.648677 -0.158374 0.1 0.8 0.3
H 1.711795 -0.862810 -0.545889 0.9 -0.5 0.1
H -1.276462 -2.186620 3.743494 -0.2 0.6 -0.6
H 0.117578 -3.072295 3.831692 1.0 0.4 0.1
H -0.199920 -2.355523 2.262569 -0.2 0.2 0.1
```
Positions in Å, forces in eV/Å.

Output
HOMO-LUMO gap (eV): 10.649

***

No. 4
The following is a DFT calculation (ωB97M-V/def2-TZVPD) of the molecule C18H21Cl2N3O4S.

XYZ file:
```
49
Properties=species:S:1:pos:R:3:forces:R:3
C -2.433352 -2.449939 -2.420886 0.0 -0.1 -0.2
O -2.296190 -1.783656 -1.188996 0.3 0.1 0.4
C -1.113829 -1.873008 -0.505914 -0.1 0.1 0.1
C -0.034214 -2.596430 -0.991211 0.1 0.0 0.0
C 1.185125 -2.611759 -0.331210 -0.1 -0.1 -0.1
C 1.287727 -1.913639 0.849448 0.5 -0.1 0.3
S 2.886860 -1.726222 1.601772 0.3 0.3 -0.6
O 2.774791 -1.216707 2.932565 -0.3 0.2 -0.1
O 3.727768 -2.855676 1.355156 -0.2 0.0 -0.3
N 3.525932 -0.485331 0.612657 0.3 -1.1 0.6
C 2.752818 0.643680 0.414062 -0.5 0.9 -0.3
C 2.261978 1.361436 1.499587 0.0 0.1 -0.1
C 1.484562 2.483021 1.276356 0.1 -0.2 -0.4
Cl 0.881046 3.375687 2.619713 -0.1 0.2 0.3
C 1.170580 2.904548 -0.005772 0.1 -0.1 0.1
C 1.660691 2.181878 -1.082352 0.1 -0.1 0.2
Cl 1.216725 2.671406 -2.676141 -0.1 0.0 -0.2
C 2.458196 1.057245 -0.898662 0.2 -0.2 0.1
O 2.928903 0.289979 -1.940084 -0.4 0.1 0.4
C 3.998447 0.865969 -2.677597 0.3 0.1 -0.2
C 0.224048 -1.216532 1.377582 -0.3 0.0 0.0
C -1.013114 -1.159239 0.723808 0.4 -0.4 -0.2
N -2.037661 -0.457300 1.306970 -0.3 0.1 0.1
C -3.438463 -0.604367 0.983242 -0.4 -0.1 -0.3
C -3.920202 0.532548 0.077098 -0.1 -0.3 0.1
N -3.676122 1.788421 0.764308 -0.2 0.3 -0.1
C -2.262547 1.955889 1.041447 0.2 0.0 0.2
C -1.801891 0.814896 1.957021 0.1 0.5 -0.2
H -1.711804 -2.087184 -3.159467 0.0 0.0 0.0
H -3.442263 -2.219031 -2.760826 0.1 -0.1 0.0
H -2.330571 -3.533647 -2.308861 0.0 0.0 0.0
H -0.120589 -3.134754 -1.920444 -0.1 0.0 -0.1
H 2.030431 -3.155917 -0.716454 0.1 -0.1 -0.1
H 3.847327 -0.889255 -0.259055 0.0 -0.1 0.0
H 2.496841 1.021242 2.494890 0.0 0.1 0.1
H 0.556686 3.775017 -0.168001 -0.1 0.1 0.0
H 3.703242 1.803846 -3.153120 0.0 -0.1 0.0
H 4.863858 1.045914 -2.032041 0.0 0.0 0.0
H 4.255014 0.136136 -3.442730 0.0 0.1 0.0
H 0.368525 -0.735764 2.329768 -0.1 0.1 0.1
H -3.624718 -1.571232 0.525918 0.0 0.1 0.1
H -3.992593 -0.545001 1.927157 0.0 0.0 -0.1
H -4.992407 0.434281 -0.103402 0.0 0.0 0.0
H -3.388980 0.466823 -0.887005 -0.1 0.0 0.1
H -4.026921 2.568167 0.217488 0.1 -0.1 0.1
H -2.111546 2.912669 1.544520 0.1 0.0 0.0
H -1.644512 1.935869 0.124270 0.0 0.0 0.1
H -0.749130 0.946470 2.190522 0.0 0.0 0.1
H -2.384508 0.848562 2.882930 0.1 0.0 0.0
```
Positions in Å, forces in eV/Å.

Output
HOMO-LUMO gap (eV): 8.097
Relative energy (zero: lowest compared OMol25 entry of this formula, charge and spin) (kcal/mol): 1.9